Entry 1:
Molecular formula: C21H30N2OTl
Method: DFT, the ωB97M-V functional and the def2-TZVPD basis

Structure (XYZ):
```
55
C21H30N2OTl, DFT the ωB97M-V functional and the def2-TZVPD basis
Tl -0.513 0.657 -0.232
C 0.721 3.158 -2.587
C 0.239 3.736 -1.260
C 0.969 5.053 -0.977
C 0.414 2.739 -0.118
H 0.522 3.838 -3.422
H 0.245 2.201 -2.807
H 1.801 2.983 -2.548
H -0.826 3.976 -1.359
H 2.041 4.868 -0.864
H 0.611 5.506 -0.050
H 0.836 5.779 -1.786
H 0.093 3.201 0.822
H 1.484 2.513 -0.006
N 0.120 1.195 3.296
C -1.217 1.066 3.540
N -1.542 0.927 4.889
O -2.074 1.063 2.677
H 0.760 0.805 3.967
H 0.390 1.071 2.325
H -0.935 1.384 5.549
H -2.525 1.071 5.057
C -0.522 -2.811 0.093
C 0.710 -2.169 0.731
C 0.472 -2.186 2.258
C 0.945 -0.782 0.150
C 1.974 -2.983 0.430
C 3.175 -2.660 1.070
C 4.349 -3.345 0.810
C 4.364 -4.389 -0.108
C 3.185 -4.725 -0.753
C 2.010 -4.033 -0.485
H -1.401 -2.240 0.400
H -0.665 -3.848 0.414
H -0.466 -2.774 -0.996
H -0.450 -1.641 2.472
H 1.283 -1.687 2.791
H 0.383 -3.208 2.649
H 1.794 -0.296 0.652
H 3.190 -1.836 1.772
H 5.261 -3.060 1.321
H 5.281 -4.927 -0.316
H 3.174 -5.533 -1.476
H 1.109 -4.315 -1.012
C -4.669 0.581 -3.123
C -4.308 -0.526 -2.367
C -3.166 -0.490 -1.576
C -2.345 0.641 -1.505
C -2.737 1.739 -2.273
C -3.875 1.717 -3.073
H -5.558 0.559 -3.743
H -4.918 -1.423 -2.394
H -2.911 -1.375 -1.004
H -2.141 2.644 -2.257
H -4.141 2.592 -3.657
```

total charge = -1
highest occupied orbital energy = -2.63 eV
frontier orbital gap = 5.4442 eV

---

Entry 2:
Molecular formula: C2H12N2O3
Method: DFT, the ωB97M-V functional and the def2-TZVPD basis

Structure (XYZ):
```
19
C2H12N2O3, DFT the ωB97M-V functional and the def2-TZVPD basis
C -0.224 -1.518 -1.013
N -1.289 -0.651 -0.516
C -1.522 -0.436 0.710
N -0.616 -0.215 1.712
H -0.363 -2.572 -0.783
H -0.129 -1.339 -2.081
H 0.744 -1.258 -0.545
H -2.548 -0.413 1.112
H 0.271 0.141 1.364
H -1.004 0.236 2.523
O 2.898 -0.626 1.129
H 2.582 -1.349 1.678
H 2.701 0.131 1.720
O -1.302 1.801 -1.717
H -1.014 2.007 -2.625
H -1.236 0.814 -1.763
O 0.763 1.918 0.057
H 1.381 1.510 -0.580
H -0.093 1.819 -0.381
```

total charge = 0
highest occupied orbital energy = -8.46 eV
frontier orbital gap = 9.1028 eV
SMILES string = C/N=C\N.O.O.O
energy above the lowest of the compared OMol25 structures with the same formula, charge and spin = 116.88 kJ/mol

---

Entry 3:
Molecular formula: BrMn
Method: DFT, the ωB97M-V functional and the def2-TZVPD basis

Structure (XYZ):
```
2
BrMn, DFT the ωB97M-V functional and the def2-TZVPD basis
Mn 15.605 30.697 26.141
Br 15.360 28.293 26.535
```

multiplicity = 6
total charge = +1
highest occupied orbital energy (spin up / spin down) = -15.30 / -15.35 eV
frontier orbital gap (spin up / spin down) = 7.3694 / 7.4003 eV
energy above the lowest of the compared OMol25 structures with the same formula, charge and spin = 20.01 kJ/mol
expectation value of S² = 8.76

---

- What is the total charge in the second record?
  0

---

- Look up the total charge of the first one.
  -1